[1]
Here is a single C3H6O2S2 molecule in a non-equilibrium geometry from the Open Molecules 2025 dataset. Energies are from the ωB97M-V functional and the def2-TZVPD basis.

```
13
Properties=species:S:1:pos:R:3:forces:R:3:nbo_charge:R:1
O -1.924744 -1.022789 0.962015 -0.4271 -0.7725 1.2454 -0.52
C -1.048490 -0.396160 0.471741 0.0835 -0.0042 -1.8001 0.45
S -1.493390 0.734313 -0.829164 -1.1345 -0.0450 -0.0746 -0.02
C 0.442930 -0.540591 0.662301 -0.5316 0.9107 4.2534 -0.58
S 1.201140 -1.113606 -0.749587 2.5857 -2.2895 -1.9364 0.03
C 0.943763 0.885766 1.148879 -0.3498 1.1176 1.2995 -0.07
O 1.459249 1.632018 0.068736 -0.2843 1.0328 0.7085 -0.74
H -0.292996 1.218872 -0.994160 0.8914 0.5750 -0.2521 0.14
H 0.638571 -1.253628 1.506684 -0.5038 0.5740 -0.7463 0.26
H 2.227953 -1.967555 -0.203848 -1.5698 1.3110 -0.5007 0.16
H -0.041165 1.624213 1.454078 2.9204 -2.4208 -0.1725 0.22
H 1.755350 0.703393 2.043908 -2.0657 0.7932 -2.0642 0.19
H 2.083031 1.175473 -0.490182 0.3856 -0.7823 0.0399 0.49
```
Positions in Å, forces in eV/Å.

Values from the calculation:
HOMO level	-9.7061	eV
LUMO level	0.0080	hartree
orbital gap	9.924	eV
SMILES	O=C(S)[C@@H](S)CO
ΔE to the lowest compared entry with this formula, charge and spin	2.211	eV
E	-28972.0817	eV
net charge	0

[2]
Here is C10H19N8O3ReS2 as an isolated structure in a non-equilibrium geometry from the Open Molecules 2025 dataset. Energies are from the ωB97M-V functional and the def2-TZVPD basis.

```
43
Properties=species:S:1:pos:R:3:forces:R:3:mulliken_spin:R:1
Re -0.114630 0.137198 -0.418040 1.4997 -0.9528 -0.2550 1.02
N 2.335770 1.513098 0.136060 -0.4559 -0.1542 -0.4405 0.01
N 2.474470 1.500598 1.522460 0.3779 0.0798 -0.0466 0.00
C 1.516870 1.010198 2.325960 -0.5573 -0.1871 0.4316 -0.01
N 1.735370 0.968898 3.630960 -0.0061 0.0209 0.1834 0.00
N 0.380170 0.585898 1.746360 0.3084 0.3886 -1.4663 0.00
N -0.683230 0.166198 2.459360 -0.0352 -0.0713 0.6445 0.00
O -1.611730 -0.214102 1.775660 -0.5125 -0.0294 -0.2197 0.03
O -0.685230 0.180098 3.670060 -0.2539 -0.0895 0.5944 0.00
H 3.046170 0.949898 -0.324640 0.0256 0.0867 0.2037 0.00
H 2.332570 2.458298 -0.238940 -0.0115 -0.0839 0.1706 0.00
H 3.360770 1.769698 1.942360 -0.2652 -0.0881 -0.2103 0.00
H 2.589370 1.308198 4.040260 0.0491 0.0202 -0.0894 0.00
H 0.975670 0.652198 4.233760 0.2629 0.1190 -0.2804 0.00
C -1.242630 4.404198 -1.687140 0.0009 -0.4015 -0.0020 0.00
C -0.838630 2.933498 -1.841840 0.0634 -0.1005 -0.2680 0.00
C 0.428570 2.814598 -2.691440 -0.4233 -0.2012 0.1424 0.01
C -0.671730 2.268998 -0.476040 -0.2528 -0.6498 0.4269 0.01
H -1.485530 4.817498 -2.662140 0.0119 0.1267 -0.1075 0.00
H -0.438630 4.994098 -1.253340 0.1309 0.0979 0.0854 0.00
H -2.122430 4.501298 -1.057240 -0.1082 0.0463 0.0914 0.00
H -1.657930 2.429098 -2.361240 0.0698 -0.0193 -0.0073 0.00
H 1.231670 3.413198 -2.268240 0.2083 0.1550 0.0805 0.00
H 0.240570 3.170798 -3.700740 0.1017 0.0374 -0.1232 0.00
H 0.755370 1.772998 -2.744340 0.0836 0.0191 -0.1284 -0.01
H -1.641530 2.315998 0.042160 0.1719 -0.0114 0.1467 0.00
H 0.038870 2.858298 0.110960 -0.0073 -0.1177 0.2638 0.00
O -3.019830 0.480698 -3.361440 -0.7431 0.0301 -0.1501 -0.02
S -1.887230 -0.404002 -3.241240 1.2080 0.5539 0.9114 -0.03
N -1.012630 -0.076502 -2.011540 0.0242 -0.6820 -0.4832 -0.03
C 0.186870 -6.150602 0.914860 0.0582 -0.1575 0.0788 0.00
C -0.121830 -4.761002 0.499560 -0.5366 0.0715 -0.1509 0.00
C -1.426730 -4.362502 0.171660 0.2369 0.2922 -0.0465 0.00
C -1.624830 -3.033402 -0.147440 -0.4137 -0.3855 0.0588 0.00
N -0.603630 -2.190102 -0.184140 0.4538 1.6024 0.4938 0.00
C 0.615670 -2.659502 0.107760 -0.4638 -0.4023 -0.0025 0.01
S 1.834070 -1.450502 -0.019440 -0.4834 1.1545 -0.4910 0.00
N 0.884170 -3.898202 0.458960 0.4947 0.1973 -0.0504 0.00
H -0.226530 -6.857802 0.199160 0.0010 -0.1029 -0.0175 0.00
H -0.270530 -6.353302 1.882560 -0.0463 -0.0560 0.0615 0.00
H 1.261370 -6.282002 1.000060 -0.0051 -0.0472 -0.0315 0.00
H -2.239530 -5.067202 0.186660 -0.1562 -0.0336 0.0103 0.00
H -2.597230 -2.615002 -0.367040 -0.1056 -0.0748 -0.0118 0.00
```
Positions in Å, forces in eV/Å.

Values from the calculation:
HOMO level (alpha / beta)	-11.3545 / -11.0510	eV
LUMO level (alpha / beta)	-0.1778 / -0.1617	hartree
orbital gap (alpha / beta)	6.516 / 6.650	eV
<S²>	0.771
E	-52530.7250	eV
net charge	+1
spin multiplicity	2

[3]
Here is a 2-piece molecular cluster, C3H5NO overall in a non-equilibrium geometry from the Open Molecules 2025 dataset. Energies are from the ωB97M-V functional and the def2-TZVPD basis.

```
10
Properties=species:S:1:pos:R:3:forces:R:3:nbo_charge:R:1
O -2.014906 0.398491 2.430268 0.8659 -0.3444 -2.5670 -0.53
C -1.662061 0.235249 1.346293 -0.8980 0.3316 2.6088 0.50
C 0.700373 -1.047053 0.247491 -0.0346 -0.0743 -0.2390 -0.40
N 0.768112 0.119619 -0.391626 0.0109 0.2285 0.2675 -0.38
C -0.074702 0.750920 -1.194888 0.0394 -0.1230 -0.0947 -0.36
H 1.557718 -1.364522 0.820946 -0.1151 0.0969 -0.0541 0.19
H -0.086103 -1.727160 -0.034140 0.0211 -0.0337 0.0672 0.19
H 1.570768 0.675885 -0.126151 0.0737 -0.0023 -0.0820 0.41
H 0.205422 1.719549 -1.576901 0.0029 -0.1005 0.0877 0.19
H -0.964621 0.239022 -1.521292 0.0338 0.0212 0.0057 0.19
```
Positions in Å, forces in eV/Å.

Values from the calculation:
HOMO level	-6.9466	eV
LUMO level	0.0385	hartree
orbital gap	7.994	eV
ΔE to the lowest compared entry with this formula, charge and spin	2.673	eV
E	-6726.8995	eV
net charge	0

[4]
Here is a single C2H2FNO molecule in a non-equilibrium geometry from the Open Molecules 2025 dataset. Energies are from the ωB97M-V functional and the def2-TZVPD basis.

```
7
Properties=species:S:1:pos:R:3:forces:R:3:nbo_charge:R:1
O 2.188824 -1.052765 1.790139 -4.0583 2.7945 -4.3075 -0.40
N 1.318322 -0.499540 0.903137 -1.5948 1.3833 -2.0961 0.15
C 0.575928 0.055370 0.050700 7.0899 -4.6677 6.4912 0.20
C -0.712766 0.308662 -0.500949 -3.1583 -1.5584 0.9410 -0.04
F -0.836093 0.626473 -1.776666 1.0572 0.5581 -3.1722 -0.33
H -1.129248 1.172956 -0.034057 -0.4756 0.3343 1.3223 0.21
H -1.404968 -0.611156 -0.432305 1.1399 1.1559 0.8215 0.21
```
Positions in Å, forces in eV/Å.

Values from the calculation:
HOMO level	-10.1616	eV
LUMO level	-0.0106	hartree
orbital gap	9.872	eV
SMILES	[O-][N+]#CCF
ΔE to the lowest compared entry with this formula, charge and spin	3.956	eV
E	-8356.6631	eV
net charge	0